Computed, not measured: a structure of composition C25H27ClN3P2Pd at a distorted geometry, with wB97M-V/def2-TZVPD.

Structure (XYZ):
```
59
Properties=species:S:1:pos:R:3:forces:R:3
Pd 1.775991 -1.110379 0.930575 -0.874 1.483 0.810
N -0.278550 0.819180 0.097814 -0.071 0.120 -0.002
P 0.943302 0.248259 -0.945157 -0.693 -0.721 0.642
C 1.191268 1.729714 -1.962599 0.445 -0.115 -0.032
C 1.173123 2.996832 -1.380492 0.037 0.011 0.007
C 1.326580 4.124638 -2.172021 0.008 0.002 0.027
C 1.522023 3.994900 -3.540238 0.004 -0.015 -0.013
C 1.573284 2.734522 -4.118342 0.008 0.002 0.020
C 1.413566 1.602784 -3.333261 -0.012 0.018 -0.016
C 0.189581 -0.923470 -2.106023 -0.066 0.038 -0.102
C -1.125097 -0.782316 -2.547677 -0.005 0.064 0.039
C -1.674910 -1.709516 -3.416119 0.039 -0.053 -0.020
C -0.904379 -2.772151 -3.876136 -0.035 0.025 0.006
C 0.410022 -2.910185 -3.458495 0.000 0.021 0.018
C 0.949488 -1.994395 -2.564461 0.045 -0.039 -0.018
P -0.341755 -0.020106 1.585991 0.222 -0.375 -0.674
C -1.203137 1.122634 2.687389 0.056 0.027 0.025
C -1.828325 0.609383 3.824796 -0.024 -0.001 -0.027
C -2.501674 1.456797 4.687073 0.006 0.040 0.009
C -2.555724 2.820778 4.423140 -0.013 -0.044 0.032
C -1.928891 3.335561 3.300171 0.049 -0.010 -0.035
C -1.244117 2.490493 2.435204 0.004 0.059 0.059
C -1.540717 -1.364578 1.326565 -0.170 0.115 0.041
C -1.193182 -2.675974 1.627943 0.012 -0.064 0.103
C -2.061066 -3.721654 1.331878 0.018 0.039 -0.007
C -3.279773 -3.456284 0.730433 -0.017 0.031 -0.017
C -3.644528 -2.144369 0.440484 0.001 -0.057 0.013
C -2.780824 -1.106867 0.740086 -0.007 0.052 0.031
H -1.081766 1.320394 -0.269270 0.013 -0.007 -0.021
H 1.034348 3.104337 -0.312129 -0.036 -0.018 0.005
H 1.295407 5.106889 -1.719278 0.002 -0.005 -0.001
H 1.637262 4.876885 -4.156391 0.002 -0.004 0.011
H 1.732075 2.629811 -5.183298 -0.002 0.004 0.005
H 1.443760 0.623971 -3.795041 -0.023 0.002 0.009
H -1.729909 0.051050 -2.208240 0.001 -0.011 0.003
H -2.702597 -1.605769 -3.738788 0.012 0.012 -0.004
H -1.332360 -3.492199 -4.561188 0.001 0.005 0.006
H 1.012309 -3.732587 -3.821199 0.000 0.001 0.011
H 1.973414 -2.112362 -2.227896 0.002 0.007 0.009
H -1.804235 -0.454698 4.029914 -0.009 -0.003 -0.028
H -2.992079 1.053398 5.562915 0.008 0.004 0.000
H -3.087194 3.479848 5.096866 -0.001 -0.004 -0.012
H -1.969511 4.397082 3.094536 0.006 -0.005 -0.002
H -0.742498 2.904742 1.569747 -0.015 -0.022 -0.022
H -0.252488 -2.891768 2.123397 0.065 0.024 -0.083
H -1.781258 -4.739729 1.568720 -0.002 0.012 0.014
H -3.953378 -4.268976 0.491864 0.000 0.009 0.007
H -4.605289 -1.936883 -0.012551 0.013 0.003 -0.006
H -3.078334 -0.086289 0.520499 0.009 -0.002 0.005
Cl 2.992385 -2.888770 2.148957 -0.204 -0.081 0.052
C 3.014540 -2.485842 0.439471 0.940 -0.346 -0.803
H 2.547979 -3.275999 -0.141696 0.164 -0.039 -0.065
H 4.004847 -2.156345 0.141805 0.033 -0.159 -0.030
N 4.830792 0.146960 1.294826 -0.092 -0.120 0.226
N 3.614764 0.412595 2.028902 0.145 0.051 -0.219
H 5.631703 0.516852 1.796206 0.051 0.131 -0.096
H 4.762727 0.643027 0.416339 -0.006 -0.050 -0.096
H 3.451053 1.411847 2.108731 0.021 0.048 0.159
H 3.751951 0.054294 2.964748 -0.066 -0.092 0.047
```
Forces are in eV/Å.

The HOMO energy comes out at -11.155 eV. For the molar mass, the calculation gives 573.33 g mol⁻¹. The total charge is +1. For the energy above the lowest of the compared OMol25 structures with the same formula, charge and spin, the calculation gives 33.4 kcal per mole. The value obtained for the energy is -65407.799 eV. The calculation puts the gap between HOMO and LUMO at 7.760 eV.

---

Computed, not measured: a structure of composition C25H27F3IrN4O4S3, with wB97M-V/def2-TZVPD.

Structure (XYZ):
```
67
Properties=species:S:1:pos:R:3:forces:R:3
Ir 0.208562 0.301662 -0.770037 0.013 0.451 -0.291
O -1.287230 -4.985784 -0.344111 -0.003 -0.005 0.005
C -2.220379 -4.469566 -1.177507 -0.013 -0.005 0.017
C -3.249711 -5.268412 -1.670248 -0.003 -0.008 -0.007
C -4.199978 -4.751389 -2.528416 0.007 0.010 0.001
C -4.138213 -3.418925 -2.917981 0.004 -0.017 0.009
C -3.120639 -2.625165 -2.430402 -0.001 0.011 -0.036
C -2.151927 -3.120471 -1.552729 -0.012 -0.016 0.013
C -1.112132 -2.195482 -1.068784 -0.006 -0.011 0.198
O -1.105463 -0.995201 -1.595832 0.154 0.091 -0.221
N -0.270230 -2.532376 -0.147489 0.083 -0.068 -0.085
N 0.613989 -1.477491 0.076798 -0.165 0.143 0.265
C 1.711867 -1.814633 0.663757 -0.140 0.051 0.002
S 3.036322 -0.713096 0.917187 -0.095 0.085 0.012
C 3.822898 -1.756737 2.174033 0.013 -0.029 -0.032
C 3.661117 -3.192466 1.718624 0.008 0.001 -0.012
S 1.931362 -3.449597 1.222308 -0.007 -0.015 -0.011
H -1.469191 -5.923424 -0.215975 -0.008 -0.009 0.003
H -3.294246 -6.309715 -1.371152 -0.001 -0.003 0.000
H -4.989200 -5.392678 -2.897565 -0.002 -0.003 -0.002
H -4.872337 -3.009741 -3.597276 -0.004 0.002 -0.001
H -3.048900 -1.592286 -2.739421 0.010 0.008 0.007
H 3.340983 -1.584375 3.134574 0.041 0.012 -0.003
H 4.869206 -1.461466 2.238980 0.003 -0.001 -0.024
H 3.879553 -3.893936 2.522911 -0.012 0.001 0.005
H 4.308724 -3.411264 0.870421 0.000 -0.009 0.008
O 1.839436 -0.176575 -1.895862 -0.147 -0.082 -0.052
N 2.728009 0.801383 -2.096233 -0.047 0.094 0.016
C 3.842030 0.452541 -2.774998 -0.014 -0.003 0.001
C 4.804449 1.385827 -3.042651 0.009 0.045 0.007
C 4.624821 2.697937 -2.600190 0.012 -0.034 -0.016
C 3.485187 3.024400 -1.903694 -0.014 -0.031 -0.021
C 2.516324 2.054171 -1.647794 0.007 -0.099 -0.045
S 1.068462 2.365275 -0.725408 0.165 -0.099 0.057
H 3.874568 -0.585106 -3.069697 0.003 0.004 0.000
H 5.684241 1.089534 -3.593604 0.005 -0.001 0.003
H 5.374464 3.450376 -2.800067 0.001 0.000 -0.006
H 3.310403 4.025926 -1.538154 -0.006 0.006 0.001
C -1.697487 -2.082496 3.004487 -0.009 0.015 -0.002
C -1.516594 -0.710616 3.624946 0.008 -0.102 -0.081
O -0.294314 -0.089368 3.237828 -0.085 0.066 0.211
C 0.832564 -0.538395 3.974234 -0.020 0.002 -0.027
C 1.820953 0.600683 4.099272 -0.019 -0.003 -0.007
H -2.608441 -2.549323 3.382429 -0.005 0.001 -0.007
H -0.859119 -2.739347 3.242763 -0.001 -0.009 0.021
H -1.767573 -2.015857 1.918621 0.024 -0.007 0.010
H -1.560272 -0.769389 4.718138 0.001 0.017 -0.001
H -2.315452 -0.038417 3.305283 0.002 0.002 -0.029
H 1.274793 -1.407436 3.471950 -0.008 0.003 0.035
H 0.517475 -0.868140 4.970591 -0.013 0.002 -0.004
H 2.156878 0.936387 3.117403 -0.011 0.004 0.002
H 2.691738 0.293462 4.681020 0.016 -0.003 -0.009
H 1.353648 1.441619 4.611816 0.015 0.003 0.011
F -4.522087 3.817609 2.989470 0.005 0.002 0.007
C -4.810713 3.211717 1.834646 0.003 0.001 -0.009
F -5.230510 4.145173 0.970212 -0.003 0.003 -0.004
F -5.831077 2.371097 2.050883 -0.002 -0.007 0.000
C -3.619705 2.468995 1.275451 0.027 -0.001 -0.020
C -3.766730 1.732109 0.110089 -0.013 -0.010 0.001
C -2.674500 1.062528 -0.396347 -0.004 -0.046 0.039
N -1.474949 1.089968 0.210332 0.176 -0.238 0.047
C -1.335999 1.812257 1.329692 0.095 -0.088 0.038
C -2.384893 2.516666 1.891009 -0.020 -0.018 0.029
H -4.714430 1.679403 -0.407101 -0.003 -0.002 0.005
H -2.735618 0.482712 -1.303152 0.021 -0.049 -0.022
H -0.362380 1.793986 1.792966 -0.019 -0.003 0.005
H -2.226801 3.078935 2.799357 0.001 0.000 -0.002
```
Forces are in eV/Å.

The HOMO energy comes out at -10.582 eV. For the molar mass, the calculation gives 792.93 g mol⁻¹. The total charge is +1. For the energy above the lowest of the compared OMol25 structures with the same formula, charge and spin, the calculation gives 25.5 kcal per mole. The value obtained for the energy is -84005.155 eV. The calculation puts the gap between HOMO and LUMO at 7.195 eV.

---

Computed, not measured: a structure of composition C25H27FGaN4O9P2, with wB97M-V/def2-TZVPD.

Structure (XYZ):
```
69
Properties=species:S:1:pos:R:3:forces:R:3
Ga -1.203372 -0.360778 -0.708643 0.096 -0.087 0.005
N -3.877296 3.765902 -0.729518 0.027 0.089 -0.047
C -2.925184 2.855798 0.022714 0.013 -0.037 0.026
C -2.587680 3.449770 1.383199 0.051 0.008 -0.004
P -3.794821 1.227218 0.096194 0.058 -0.014 0.043
O -4.722052 1.349824 1.385867 -0.079 -0.024 0.012
O -4.594436 1.202998 -1.157476 -0.002 -0.018 -0.056
O -2.783081 0.133927 0.380929 0.017 0.007 0.064
P -1.382183 2.804386 -1.006864 -0.006 -0.091 0.107
O -2.070398 2.566544 -2.459980 0.039 -0.058 -0.036
O -0.735974 4.121145 -0.936810 -0.003 0.049 -0.039
O -0.653798 1.542684 -0.601702 -0.093 -0.011 -0.184
H -4.426365 3.145723 -1.353103 -0.023 0.000 0.009
H -3.361168 4.452181 -1.286628 0.022 0.043 0.071
H -4.499764 4.261040 -0.090859 -0.064 -0.045 -0.017
H -3.486392 3.570580 1.989846 0.007 0.008 -0.003
H -2.068569 4.401576 1.269253 -0.009 -0.005 0.012
H -1.918472 2.768676 1.910248 -0.002 0.002 -0.005
H -4.525039 0.698244 2.069696 0.018 0.021 0.004
H -1.514137 2.929324 -3.163094 -0.005 0.068 -0.011
N -2.443981 -0.363478 -2.443509 0.033 0.087 0.044
C -2.841536 -1.715916 -2.749618 -0.008 -0.031 0.019
C -3.494824 -2.064975 -3.893755 -0.031 -0.043 0.001
C -3.881489 -3.405491 -4.119767 0.015 0.030 0.012
C -3.617958 -4.370795 -3.192734 0.002 0.012 0.012
C -2.937704 -4.038969 -1.996812 -0.014 -0.040 -0.028
C -2.628104 -4.976662 -0.986087 -0.003 -0.012 -0.004
C -1.958370 -4.574092 0.133143 0.003 0.051 0.002
C -1.573880 -3.226286 0.247784 0.015 -0.061 0.016
N -1.853373 -2.334141 -0.672010 0.035 0.025 -0.042
C -2.538234 -2.708075 -1.787167 -0.020 0.064 -0.015
H -3.267025 0.236198 -2.316279 0.026 -0.033 -0.033
H -1.866147 0.021365 -3.185683 0.001 -0.018 0.011
H -3.725663 -1.307046 -4.631492 -0.005 0.003 -0.007
H -4.397478 -3.657289 -5.035647 -0.003 0.002 -0.004
H -3.922155 -5.396163 -3.357760 0.000 -0.004 0.000
H -2.927056 -6.009760 -1.112798 0.000 -0.001 -0.004
H -1.708952 -5.266066 0.923920 0.004 -0.002 0.002
H -1.015362 -2.870871 1.103748 -0.001 0.004 0.000
C 5.839155 1.332174 -0.493996 0.009 0.011 -0.001
C 5.431625 0.551868 0.743313 -0.030 -0.029 0.011
C 5.818431 1.285455 2.016256 0.013 0.012 -0.019
C 5.486087 0.441616 3.232130 0.030 0.002 0.018
C 4.039270 0.039981 3.209253 -0.068 -0.013 0.020
C 3.371217 -0.251215 4.374615 0.002 -0.001 -0.032
C 2.022158 -0.600134 4.347235 0.014 0.001 0.004
F 1.417193 -0.874221 5.511926 -0.002 0.006 -0.008
C 1.312188 -0.654005 3.186190 0.010 0.004 0.010
C 1.971698 -0.365340 1.980891 -0.012 -0.001 0.050
C 1.223171 -0.420141 0.740245 -0.011 -0.026 -0.028
O -0.020604 -0.710610 0.806425 -0.104 0.007 0.037
C 1.933239 -0.146062 -0.440101 0.033 -0.010 -0.066
C 3.264408 0.193858 -0.349805 0.038 0.013 0.028
N 3.963943 0.264921 0.778921 -0.053 -0.002 -0.016
C 3.331473 -0.022626 1.988698 0.056 0.007 -0.021
C 1.369381 -0.196747 -1.842777 -0.139 0.105 0.031
O 2.028648 0.235071 -2.763240 0.098 -0.093 -0.029
O 0.187905 -0.734698 -1.972883 0.013 0.068 0.095
H 6.886967 1.608811 -0.385119 -0.001 0.000 -0.004
H 5.254764 2.248257 -0.593147 -0.002 0.002 0.001
H 5.754710 0.757350 -1.413810 0.005 -0.003 -0.006
H 5.930658 -0.422765 0.738656 -0.001 0.009 0.002
H 5.293023 2.244096 2.054370 -0.002 -0.001 -0.001
H 6.886285 1.498457 1.978060 -0.002 0.003 0.003
H 5.698455 0.981022 4.155116 0.006 -0.003 -0.004
H 6.114088 -0.454692 3.238088 0.003 0.005 0.002
H 3.883150 -0.202834 5.327123 -0.002 0.000 0.008
H 0.262023 -0.904275 3.179702 0.000 -0.002 -0.005
H 3.774762 0.419177 -1.273082 -0.011 -0.012 -0.011
```
Forces are in eV/Å.

The HOMO energy comes out at -11.106 eV. For the molar mass, the calculation gives 678.18 g mol⁻¹. The total charge is +1. For the energy above the lowest of the compared OMol25 structures with the same formula, charge and spin, the calculation gives 0.5 kcal per mole. The value obtained for the energy is -124429.638 eV. The calculation puts the gap between HOMO and LUMO at 8.318 eV.

---

Which formula does entry 2 have?
C25H27F3IrN4O4S3